# 1
ORCA calculation (ωB97M-V/def2-TZVPD) on 3 unconnected molecules or ions with the total composition C5H13NO.

M, g mol⁻¹: 103.165
Spin multiplicity: 1
Gap between HOMO and LUMO, eV: 3.372
Largest force on an atom, eV/A: 3.09
HOMO level, eV: -7.1

Geometry as XYZ:
```
20
Properties=species:S:1:pos:R:3:mulliken_charge:R:1
O -2.039 -0.459 -1.499 -0.892
N 0.529 -1.032 -2.531 -0.603
C 1.278 -0.094 -1.715 -0.529
C 0.109 1.874 1.687 -0.597
C 0.917 -0.479 2.254 -0.745
C -1.004 -0.107 0.896 -1.298
C 0.104 0.499 1.730 0.985
H 0.594 0.753 -1.513 0.210
H 2.131 0.287 -2.292 0.361
H -0.891 2.310 1.736 0.289
H -1.686 0.637 0.437 0.415
H 1.696 -0.623 -0.820 0.073
H 0.408 -1.389 2.560 0.283
H 1.859 -0.415 2.800 0.317
H -0.491 -0.974 -2.249 0.338
H -0.600 -0.858 0.239 0.330
H -1.612 -0.758 1.588 0.357
H 0.962 2.532 1.736 0.300
H 0.607 -0.750 -3.501 0.239
H -2.870 -0.954 -1.542 0.167
```

# 2
ORCA calculation (ωB97M-V/def2-TZVPD) on a molecular structure, C24H25.

M, g mol⁻¹: 313.464
Charge: +1
Spin multiplicity: 1
Gap between HOMO and LUMO, eV: 7.073
Largest force on an atom, eV/A: 5.21
HOMO level, eV: -11.5

Geometry as XYZ:
```
49
Properties=species:S:1:pos:R:3:mulliken_charge:R:1
C 0.119 1.143 2.873 -0.616
C 7.659 -2.989 5.221 0.857
C 1.018 0.055 2.867 0.699
C 6.002 -0.467 -0.797 -1.121
C 7.213 -1.927 3.069 -0.043
C -1.258 0.952 2.885 -0.570
C -0.933 -1.432 2.905 -0.910
C 6.948 -1.956 5.842 -0.659
C 6.085 0.883 -1.183 0.972
C 5.995 1.866 -0.195 -0.770
C 6.322 -0.968 5.091 -0.708
C -3.305 -0.539 2.911 -1.372
C 3.292 -0.800 2.937 -0.469
C -1.812 -0.339 2.901 0.975
C 8.239 -4.106 6.047 -1.344
C 5.306 -0.162 2.953 -0.378
C 6.218 1.274 -2.628 -1.448
C 7.818 -2.941 3.826 -1.085
C 2.482 0.264 2.867 0.694
C 0.455 -1.246 2.886 -0.716
C 6.383 -0.962 3.681 -0.032
C 5.749 -0.811 0.535 -0.310
C 5.782 1.522 1.138 -0.331
C 5.631 0.173 1.527 0.775
H 5.254 1.618 -3.027 0.291
H 8.432 -3.708 3.333 0.359
H -3.784 -0.078 2.039 0.330
H -3.771 -0.091 3.795 0.323
H -1.351 -2.439 2.917 0.284
H 5.052 0.756 3.506 0.841
H 7.400 -1.887 1.998 0.676
H 2.805 -1.787 2.972 0.260
H 6.886 -1.927 6.939 0.395
H 5.771 2.287 1.914 0.416
H 5.772 -0.173 5.587 0.392
H 4.396 -0.988 3.117 -0.553
H 6.543 0.427 -3.237 0.357
H 9.139 -3.795 6.593 0.303
H -1.928 1.816 2.879 0.393
H 0.534 2.154 2.867 0.335
H 8.506 -4.962 5.421 0.373
H 6.110 2.925 -0.476 0.360
H 7.512 -4.442 6.796 0.367
H 6.931 2.097 -2.761 0.379
H 1.077 -2.131 2.885 0.332
H 6.154 -1.248 -1.548 0.321
H -3.556 -1.601 2.905 0.354
H 2.802 1.316 2.824 0.432
H 5.704 -1.868 0.809 0.587
```

# 3
ORCA calculation (ωB97M-V/def2-TZVPD) on C2H3N3O in the gas phase.

M, g mol⁻¹: 85.066
Spin multiplicity: 1
Gap between HOMO and LUMO, eV: 10.602
Largest force on an atom, eV/A: 2.28
HOMO level, eV: -9.6

Geometry as XYZ:
```
9
Properties=species:S:1:pos:R:3:mulliken_charge:R:1
O -0.765 0.360 1.617 -0.130
N 1.070 0.498 -1.320 -0.471
N 0.245 0.908 0.832 -0.373
N -0.657 -0.851 -0.184 -0.515
C 0.225 0.179 -0.252 0.449
C -1.296 -0.666 0.910 0.119
H 1.457 -0.318 -1.780 0.259
H -2.075 -1.292 1.283 0.396
H 1.798 1.182 -1.105 0.266
```

# 4
ORCA calculation (ωB97M-V/def2-TZVPD) on a molecular structure, C3H7FO.

M, g mol⁻¹: 78.086
Spin multiplicity: 1
Gap between HOMO and LUMO, eV: 9.746
Largest force on an atom, eV/A: 7.53
HOMO level, eV: -9.1

Geometry as XYZ:
```
12
Properties=species:S:1:pos:R:3:mulliken_charge:R:1
F -0.635 0.942 -1.354 -0.127
O -1.689 -0.298 0.028 -0.733
C 0.561 -1.248 0.281 -0.876
C 0.219 1.222 -0.180 -0.389
C -0.295 -0.113 0.699 0.138
H 0.142 -2.358 0.091 0.312
H -0.692 0.184 1.847 0.295
H 1.723 -1.010 0.680 0.229
H 1.486 1.078 -0.765 0.288
H -0.051 2.301 0.469 0.268
H 0.576 -1.049 -0.878 0.180
H -1.345 0.349 -0.918 0.415
```

# 5
ORCA calculation (ωB97M-V/def2-TZVPD) on 7 unconnected molecules or ions with the total composition H14O7.

M, g mol⁻¹: 126.105
Spin multiplicity: 1
Gap between HOMO and LUMO, eV: 9.256
Largest force on an atom, eV/A: 3.37
HOMO level, eV: -9.5

Geometry as XYZ:
```
21
Properties=species:S:1:pos:R:3:mulliken_charge:R:1
O -7.705 -8.207 12.416 -0.657
O -6.657 -8.115 14.551 -0.621
O -5.039 -9.151 12.203 -0.708
O -9.245 -8.591 14.676 -0.671
O -8.583 -9.291 9.739 -0.620
O -7.999 -6.711 10.798 -0.751
O -6.885 -10.427 11.628 -0.724
H -7.191 -11.034 10.955 0.283
H -6.803 -7.489 15.260 0.307
H -5.980 -9.266 12.069 0.412
H -7.342 -8.269 13.300 0.206
H -7.813 -7.527 11.262 0.532
H -8.566 -10.094 9.219 0.269
H -7.412 -10.636 12.399 0.265
H -4.651 -9.341 11.349 0.286
H -7.563 -9.075 12.037 0.624
H -5.806 -7.870 14.187 0.324
H -8.847 -6.427 11.141 0.251
H -8.453 -8.819 14.188 0.409
H -9.339 -7.646 14.552 0.300
H -7.828 -9.368 10.323 0.286
```

# 6
ORCA calculation (ωB97M-V/def2-TZVPD) on 2 unconnected molecules or ions with the total composition C8H16N3P.

M, g mol⁻¹: 185.211
Spin multiplicity: 1
Gap between HOMO and LUMO (spin up / spin down), eV: 6.692 / 6.837
Largest force on an atom, eV/A: 4.47
HOMO level (spin up / spin down), eV: -7.7 / -7.3

Geometry as XYZ:
```
28
Properties=species:S:1:pos:R:3:mulliken_charge:R:1
P 0.144 -0.767 0.566 -0.312
N 0.657 0.295 3.046 0.069
N -0.423 1.768 1.623 -0.135
N 1.941 -2.592 -3.380 -0.633
C -0.989 -0.960 -1.956 -1.415
C 0.085 0.493 1.793 0.044
C 1.126 -0.814 3.544 -0.261
C -0.121 2.335 2.744 -0.600
C -0.667 0.115 -0.928 1.255
C 0.174 1.242 -1.629 -1.677
C 0.491 1.534 3.660 -0.214
C -2.032 0.751 -0.514 -1.553
H 0.862 1.428 4.686 0.337
H 0.000 2.056 -1.043 0.533
H 1.211 -1.581 2.754 0.221
H 1.636 -0.765 4.497 0.259
H 0.977 -2.686 -3.065 0.256
H -0.026 -1.374 -2.536 -0.105
H 2.014 -3.138 -4.200 0.235
H 1.216 0.843 -1.612 0.378
H -0.484 3.332 2.823 0.467
H -1.665 -0.636 -2.796 0.365
H -2.635 0.939 -1.344 0.515
H 2.500 -3.210 -2.813 0.228
H -0.222 1.400 -2.580 0.439
H -2.512 0.088 0.300 0.305
H -1.840 1.769 0.027 0.372
H -1.419 -1.863 -1.671 0.626
```

# 7
ORCA calculation (ωB97M-V/def2-TZVPD) on 2 unconnected molecules or ions with the total composition C2H9NS.

M, g mol⁻¹: 79.168
Spin multiplicity: 1
Gap between HOMO and LUMO, eV: 9.432
Largest force on an atom, eV/A: 1.71
HOMO level, eV: -8.7

Geometry as XYZ:
```
13
Properties=species:S:1:pos:R:3:mulliken_charge:R:1
S 2.636 0.471 -2.735 -0.359
N -0.630 1.082 0.142 -0.490
C -1.031 -1.305 0.776 -1.073
C -1.237 0.167 1.117 -0.193
H -2.279 0.429 1.240 0.253
H -1.285 -1.404 -0.280 0.287
H 0.057 -1.456 0.814 0.260
H 3.412 -0.592 -2.399 0.164
H -0.042 0.743 -0.599 0.204
H -0.247 1.872 0.627 0.194
H 3.013 1.668 -2.136 0.174
H -0.800 0.375 2.085 0.244
H -1.568 -2.051 1.349 0.336
```

# 8
ORCA calculation (ωB97M-V/def2-TZVPD) on a molecular structure, C2H4N4.

M, g mol⁻¹: 84.082
Spin multiplicity: 1
Gap between HOMO and LUMO, eV: 8.993
Largest force on an atom, eV/A: 1.81
HOMO level, eV: -8.3

Geometry as XYZ:
```
10
Properties=species:S:1:pos:R:3:mulliken_charge:R:1
N 1.629 -0.827 -0.505 -0.291
N 1.714 0.428 -0.444 -0.230
N -1.643 0.273 -0.088 -0.409
N 0.478 -1.355 -0.233 -0.205
C -0.357 0.359 0.244 0.589
C 0.721 1.106 0.328 -0.503
H 0.681 -2.343 0.060 0.239
H 1.062 2.008 0.843 0.363
H -2.315 1.016 0.044 0.220
H -1.969 -0.663 -0.247 0.227
```

Respective energy relative to the best compared isomer or geometry (same formula, charge and spin) values: 191.24; 12.01; 28.54; 140.25; 107.64; 72.25; 20.09; 110.57 kcal/mol.